a.
Formula: C18H30N2O3S
Source: the OMol25 dataset
Level of theory: the ωB97M-V functional and the def2-TZVPD basis

CARTESIAN COORDINATES (ANGSTROEM)
1 S -0.6403 0.6372 -1.2905
2 O -1.1735 -0.4137 -2.1059
3 O 0.4698 1.3897 -1.8000
4 O -4.6614 -1.9400 0.0795
5 N -3.1339 1.6540 -0.7953
6 N -1.8165 1.8202 -0.9763
7 C 4.1388 -0.1154 -0.7733
8 C 2.4082 1.1853 1.6120
9 C -0.1254 1.0227 1.4014
10 C -5.0522 0.3464 -0.3419
11 C -7.2828 1.2651 -0.2283
12 C 3.7630 1.3517 -0.5538
13 C 5.5706 -0.4515 -0.3608
14 C -7.7820 0.0096 0.0742
15 C 1.1164 1.8915 1.1905
16 C -5.1269 -3.2467 0.3155
17 C 5.9275 -1.9019 -0.6789
18 C -6.9333 -1.0799 0.1776
19 C -3.6310 0.5017 -0.5753
20 C 3.6413 1.7643 0.9161
21 C -5.5666 -0.9280 -0.0231
22 C -0.2553 -0.0577 0.3458
23 C -5.9274 1.4262 -0.4348
24 C 7.3555 -2.2398 -0.2678
25 H 8.0637 -1.6011 -0.7913
26 H 2.5282 1.2745 2.6947
27 H -5.8150 -3.5766 -0.4688
28 H 1.1701 2.1617 0.1380
29 H 3.4493 -0.7651 -0.2303
30 H -7.9498 2.1099 -0.3056
31 H 3.5945 2.8542 0.9734
32 H 2.3430 0.1211 1.3852
33 H -8.8409 -0.1308 0.2335
34 H 4.5246 1.9759 -1.0270
35 H 1.0119 2.8130 1.7661
36 H -1.5652 2.7377 -1.3107
37 H 0.6689 -0.6083 0.1935
38 H 4.5373 1.4497 1.4542
39 H 7.5884 -3.2757 -0.5039
40 H 4.0193 -0.3402 -1.8356
41 H -1.0626 -0.7525 0.5584
42 H 5.2339 -2.5665 -0.1579
43 H -7.3498 -2.0455 0.4177
44 H 5.8079 -2.0758 -1.7506
45 H -0.0814 0.5548 2.3892
46 H -3.0398 -0.4094 -0.5762
47 H 2.8187 1.5432 -1.0658
48 H -1.0213 1.6459 1.3698
49 H -4.2408 -3.8796 0.3040
50 H -5.6175 -3.3297 1.2910
51 H 5.6995 -0.2845 0.7105
52 H 6.2619 0.2123 -0.8854
53 H 7.4901 -2.0931 0.8019
54 H -5.5096 2.3895 -0.6786

SMILES   CCCCCCCCCCS(=O)(=O)N/N=C/c1ccccc1OC
Kohn-Sham gap   8.787 eV
LUMO level   0.50 eV

Quick look at the Löwdin charges, all values in e: number 1, S, carries 0.6537; number 2, O, carries -0.2904; number 3, O, carries -0.3032; number 4, O, carries -0.0917; number 5, N, carries 0.0268; number 6, N, carries -0.1559; number 7, C, carries -0.2146; number 8, C, carries -0.2022; number 9, C, carries -0.2268; number 10, C, carries -0.1289; number 11, C, carries -0.0897; number 12, C, carries -0.2015; number 13, C, carries -0.2324; number 14, C, carries -0.0818; number 15, C, carries -0.2085; number 16, C, carries -0.0800; number 17, C, carries -0.2785; number 18, C, carries -0.0240; number 19, C, carries -0.0946; number 20, C, carries -0.2025; number 21, C, carries -0.2242; number 22, C, carries -0.2111; number 23, C, carries -0.0274; number 24, C, carries -0.1209; number 25, H, carries 0.0695; number 26, H, carries 0.1136; number 27, H, carries 0.0984; number 28, H, carries 0.0785; number 29, H, carries 0.0995; number 30, H, carries 0.1003; number 31, H, carries 0.1124; number 32, H, carries 0.0925; number 33, H, carries 0.1037; number 34, H, carries 0.1119; number 35, H, carries 0.1185; number 36, H, carries 0.1216; number 37, H, carries 0.0989; number 38, H, carries 0.0986; number 39, H, carries 0.0654; number 40, H, carries 0.1159; number 41, H, carries 0.0952; number 42, H, carries 0.1075; number 43, H, carries 0.1012; number 44, H, carries 0.1075; number 45, H, carries 0.1210; number 46, H, carries 0.1024; number 47, H, carries 0.0834; number 48, H, carries 0.1010; number 49, H, carries 0.0949; number 50, H, carries 0.0963; number 51, H, carries 0.1065; number 52, H, carries 0.1178; number 53, H, carries 0.0691; number 54, H, carries 0.1077

=====

b.
Formula: C18H30N2O3S
Source: the OMol25 dataset
Level of theory: the ωB97M-V functional and the def2-TZVPD basis

CARTESIAN COORDINATES (ANGSTROEM)
1 S 0.8535 -1.0505 -0.5838
2 O -0.2927 -1.8372 -0.9037
3 O 1.4542 -0.2930 -1.6676
4 O 5.1407 1.7129 0.0515
5 N 3.3895 -2.0162 -0.1607
6 N 2.1917 -2.0960 -0.3955
7 C 7.4359 0.6496 0.0907
8 C -1.0309 1.4526 -0.1852
9 C 0.7497 -0.3199 0.7612
10 C -6.3024 -0.7301 0.7934
11 C 7.5436 -1.7076 0.0899
12 C 6.2298 -1.7777 -0.1139
13 C 5.5428 2.8208 0.2677
14 C 5.9812 0.3178 0.0176
15 C 5.2808 -0.6837 0.0312
16 C -3.4929 0.7233 -0.4502
17 C -2.4520 1.9245 -0.2131
18 C 3.9136 -0.9154 -0.3196
19 C -5.7929 0.2358 -1.4784
20 C -6.6723 -2.1920 1.5165
21 C -5.9036 -0.9673 -0.6437
22 C -4.8873 1.2988 -0.6256
23 C -0.8042 0.4574 0.8659
24 C 8.1591 -0.3255 -0.1939
25 H 1.7883 -3.1218 -0.2837
26 H -3.1370 0.3989 -1.5878
27 H -2.8580 2.2664 1.1625
28 H -2.4243 2.7169 -0.5595
29 H 0.9861 -0.7785 1.6810
30 H -6.6682 0.7457 -1.3279
31 H -4.6816 2.2477 -1.2706
32 H -7.3594 -0.1916 0.7833
33 H -0.2823 2.2365 0.0813
34 H -5.6974 -0.2477 1.3816
35 H 3.4186 0.0198 -0.4558
36 H -7.4141 -2.8101 0.9614
37 H -5.1327 -1.3924 -0.5774
38 H -5.2745 1.6977 0.2588
39 H -1.4746 -0.3644 0.9059
40 H 1.4424 0.6546 0.7474
41 H 4.7673 3.6280 0.0987
42 H -5.6597 -2.7981 1.4273
43 H 9.2106 -0.5042 0.0904
44 H 7.8430 1.6370 0.2276
45 H -0.9054 0.8109 1.9825
46 H 6.2229 2.9758 1.1513
47 H -3.4702 -0.0697 0.0577
48 H 6.2256 3.0617 -0.8314
49 H -6.6395 -1.4517 -1.2898
50 H 5.8159 -2.6574 -0.2420
51 H -6.8821 -2.0348 2.3593
52 H -5.4169 0.1197 -2.3120
53 H 8.2100 -2.6948 -0.1187
54 H -0.7877 1.2184 -1.0521

Kohn-Sham gap   8.613 eV
LUMO level   0.40 eV

Quick look at the Löwdin charges, all values in e: number 1, S, carries 0.5693; number 2, O, carries -0.2408; number 3, O, carries -0.2823; number 4, O, carries -0.1436; number 5, N, carries 0.0114; number 6, N, carries -0.1921; number 7, C, carries -0.0441; number 8, C, carries -0.2520; number 9, C, carries -0.2710; number 10, C, carries -0.1573; number 11, C, carries -0.0396; number 12, C, carries -0.0447; number 13, C, carries -0.3558; number 14, C, carries -0.0406; number 15, C, carries -0.1555; number 16, C, carries -0.1743; number 17, C, carries -0.1056; number 18, C, carries -0.1007; number 19, C, carries -0.1371; number 20, C, carries -0.0278; number 21, C, carries -0.2397; number 22, C, carries -0.1763; number 23, C, carries -0.1559; number 24, C, carries -0.0940; number 25, H, carries 0.1834; number 26, H, carries 0.1876; number 27, H, carries 0.2168; number 28, H, carries -0.0439; number 29, H, carries 0.1026; number 30, H, carries 0.0856; number 31, H, carries 0.1370; number 32, H, carries 0.1496; number 33, H, carries 0.1492; number 34, H, carries 0.0303; number 35, H, carries 0.1098; number 36, H, carries 0.0838; number 37, H, carries -0.0049; number 38, H, carries 0.0752; number 39, H, carries 0.0722; number 40, H, carries 0.1697; number 41, H, carries 0.0967; number 42, H, carries 0.1142; number 43, H, carries 0.1141; number 44, H, carries 0.1097; number 45, H, carries 0.1518; number 46, H, carries 0.0922; number 47, H, carries 0.0134; number 48, H, carries 0.1354; number 49, H, carries 0.1410; number 50, H, carries 0.0582; number 51, H, carries -0.0873; number 52, H, carries 0.0281; number 53, H, carries 0.1497; number 54, H, carries 0.0288

=====

It is a that is the most stable of them.